Entry 1:
52
Properties=species:S:1:pos:R:3:forces:R:3 method="wB97M-V/def2-TZVPD" multiplicity=1 smiles="CCOC(=O)[C@]1(Cc2ccccc2)CCCN(C2CCCC2)C1" homo_ev=-8.126 de_lowest_kcal_mol=0.0
C -0.7512 0.5234 -4.6208 0.234 -0.129 0.390
C 0.4826 0.1121 -3.8397 0.205 0.052 -0.459
O 0.1219 -0.0284 -2.4645 -0.464 0.057 -0.026
C 1.1211 -0.3002 -1.6181 0.376 -0.173 0.234
O 2.2621 -0.4401 -1.9758 -0.019 0.023 -0.079
C 0.6203 -0.4599 -0.1895 0.001 -0.202 -0.077
C -0.1155 0.8365 0.2158 0.065 -0.082 -0.070
C 0.7576 2.0520 0.0705 -0.155 0.076 0.111
C 0.7992 2.7571 -1.1260 -0.016 0.020 -0.018
C 1.6326 3.8507 -1.2758 0.056 0.080 -0.063
C 2.4346 4.2627 -0.2255 0.054 0.086 -0.039
C 2.3841 3.5838 0.9791 0.066 0.023 0.081
C 1.5495 2.4899 1.1255 -0.011 0.048 -0.010
C 1.8143 -0.7771 0.7177 -0.065 0.047 0.027
C 1.3648 -1.3164 2.0708 -0.088 -0.155 -0.199
C 0.4597 -2.5351 1.8659 0.093 0.069 0.173
N -0.7148 -2.2470 1.0641 0.004 0.036 -0.020
C -1.8149 -1.6484 1.8017 -0.135 -0.200 -0.025
C -2.3962 -2.6689 2.8111 0.031 0.099 0.128
C -3.9256 -2.5173 2.7643 -0.062 0.076 0.124
C -4.1743 -1.2640 1.9266 -0.011 -0.083 -0.101
C -3.0202 -1.2799 0.9317 0.070 0.210 0.215
C -0.3343 -1.6925 -0.2117 0.023 0.160 -0.160
H -1.1293 1.4756 -4.2575 -0.067 0.108 -0.010
H -0.5011 0.6210 -5.6731 0.008 0.014 -0.112
H -1.5315 -0.2247 -4.5084 -0.109 -0.052 -0.047
H 1.2792 0.8606 -3.9201 -0.087 -0.142 0.007
H 0.8806 -0.8439 -4.1981 0.001 0.159 0.058
H -0.9941 0.9420 -0.4234 -0.046 -0.010 0.100
H -0.4468 0.7516 1.2499 -0.080 -0.029 0.010
H 0.1652 2.4513 -1.9451 -0.070 -0.050 -0.078
H 1.6549 4.3852 -2.2147 -0.003 0.041 -0.067
H 3.0888 5.1139 -0.3428 0.046 0.068 -0.006
H 2.9958 3.9072 1.8088 0.043 0.028 0.062
H 1.5077 1.9769 2.0762 -0.016 -0.089 0.087
H 2.4360 0.1118 0.8361 0.071 -0.093 -0.073
H 2.4253 -1.5323 0.2179 0.034 0.039 0.010
H 0.8271 -0.5488 2.6306 -0.015 0.047 0.121
H 2.2366 -1.6049 2.6601 0.010 0.041 0.063
H 0.1437 -2.9388 2.8279 0.011 -0.087 -0.025
H 1.0278 -3.3116 1.3414 0.061 -0.037 0.082
H -1.5049 -0.7488 2.3607 -0.038 -0.006 -0.047
H -2.0151 -2.4853 3.8152 0.043 -0.064 0.043
H -2.0991 -3.6731 2.5120 0.097 -0.014 0.016
H -4.3737 -3.3811 2.2730 -0.041 -0.032 0.020
H -4.3600 -2.4364 3.7600 -0.072 -0.082 0.000
H -4.1111 -0.3712 2.5515 -0.034 0.063 0.011
H -5.1482 -1.2726 1.4390 -0.048 0.085 0.017
H -3.1839 -2.0655 0.1930 0.026 -0.057 -0.113
H -2.9020 -0.3251 0.4227 0.027 0.008 -0.138
H -1.2242 -1.4443 -0.7876 0.022 -0.041 -0.043
H 0.1961 -2.4931 -0.7440 -0.027 0.049 -0.086

Entry 2:
60
Properties=species:S:1:pos:R:3:forces:R:3 method="wB97M-V/def2-TZVPD" multiplicity=1 smiles="COCCC(=O)N1CCC(Oc2ccc(C(=O)NCc3cc(C)n(C)n3)cc2)CC1" homo_ev=-8.546 de_lowest_kcal_mol=69.2
C -6.5232 0.2573 -2.8464 0.031 0.027 -0.123
O -6.3674 -0.3131 -1.5750 -0.109 -0.119 0.300
C -5.9759 -1.6667 -1.6186 0.157 -0.148 -0.113
C -6.0576 -2.2699 -0.2097 -0.226 0.278 -0.146
C -5.9115 -1.2304 0.9011 0.006 -0.520 -0.107
O -6.8657 -0.9452 1.5975 -0.402 0.087 0.041
N -4.6871 -0.7023 1.1267 0.274 0.162 0.277
C -3.4959 -0.8735 0.3345 0.136 0.016 -0.389
C -3.2273 0.3877 -0.4917 0.293 -0.001 0.287
C -3.0769 1.5932 0.4463 -0.519 0.208 -0.480
O -1.9513 1.4483 1.2996 0.112 -0.010 0.183
C -0.6972 1.6682 0.8294 0.338 -0.040 0.108
C 0.3295 1.4439 1.7516 -0.249 -0.045 -0.009
C 1.6486 1.6296 1.4026 -0.016 0.034 -0.184
C 1.9840 2.0511 0.1172 -0.302 0.080 -0.127
C 3.3832 2.2886 -0.3385 0.057 0.022 0.156
O 3.6458 3.0351 -1.2658 -0.033 0.069 -0.195
N 4.3383 1.6333 0.3604 0.232 -0.207 0.214
C 5.7253 1.6564 -0.0377 0.016 0.333 -0.005
C 6.3047 0.2815 -0.0154 0.106 -0.452 0.023
C 7.5172 -0.1581 -0.5701 -0.055 -0.202 0.111
C 7.5924 -1.4989 -0.2551 -0.009 0.241 -0.031
C 8.6253 -2.5202 -0.5596 -0.065 -0.042 0.029
N 6.4720 -1.7890 0.4446 0.439 0.251 -0.280
C 6.0851 -3.0561 0.9891 -0.085 -0.379 0.141
N 5.6892 -0.7198 0.5961 -0.563 0.536 0.170
C 0.9589 2.2968 -0.7886 0.298 -0.029 0.114
C -0.3668 2.1023 -0.4512 -0.349 -0.011 0.042
C -4.3106 1.6980 1.3478 0.391 -0.178 0.063
C -4.5544 0.3798 2.0817 -0.263 0.286 0.225
H -5.5850 0.2266 -3.4176 -0.033 0.022 0.007
H -7.2990 -0.2603 -3.4237 0.021 0.026 0.010
H -6.8198 1.2923 -2.6896 0.003 0.007 -0.093
H -4.9552 -1.7375 -2.0312 -0.113 0.012 0.033
H -6.6393 -2.2262 -2.2966 0.117 0.055 0.077
H -7.0499 -2.6974 -0.0619 0.128 0.033 0.069
H -5.3189 -3.0639 -0.0961 0.007 -0.031 -0.033
H -3.5771 -1.7457 -0.3104 0.013 -0.013 0.054
H -2.6542 -1.0304 1.0207 -0.069 -0.101 -0.119
H -2.3219 0.2501 -1.0851 0.000 0.031 -0.052
H -4.0703 0.5741 -1.1565 -0.020 -0.018 -0.081
H -2.9816 2.5189 -0.1392 0.038 -0.129 0.109
H 0.0576 1.1282 2.7470 -0.029 -0.028 0.111
H 2.4136 1.4703 2.1479 0.065 -0.014 0.076
H 4.0944 0.8804 0.9843 -0.169 0.018 -0.106
H 6.2986 2.3059 0.6409 -0.035 -0.065 -0.187
H 5.7833 2.0902 -1.0416 0.017 -0.065 0.192
H 8.2270 0.4231 -1.1213 0.209 0.078 -0.151
H 9.4346 -2.0662 -1.1238 0.049 -0.028 -0.020
H 9.0329 -2.9439 0.3586 0.082 -0.057 0.001
H 8.2020 -3.3345 -1.1482 0.060 -0.073 -0.046
H 5.9852 -3.8032 0.1986 -0.020 0.013 0.051
H 5.1252 -2.9242 1.4835 0.076 -0.009 -0.040
H 6.8215 -3.4069 1.7155 -0.055 -0.004 -0.013
H 1.2229 2.6458 -1.7757 0.027 0.037 -0.068
H -1.1275 2.3022 -1.1896 -0.084 -0.017 -0.037
H -4.1640 2.4992 2.0721 -0.017 0.076 -0.023
H -5.1781 1.9310 0.7296 -0.033 0.032 -0.020
H -5.4765 0.4287 2.6616 0.195 -0.021 -0.012
H -3.7112 0.1654 2.7448 -0.068 -0.013 0.017

Entry 3:
91
Properties=species:S:1:pos:R:3:forces:R:3 method="wB97M-V/def2-TZVPD" multiplicity=1 smiles="CCB(O)P(CCC(=O)O)[C@@H](Cl)[C@@H](C)Cl.O=S1(=O)CCCC1.O=S1(=O)CCCC1.O=S1(=O)CCCC1.O=S1(=O)CCCC1" homo_ev=-8.298 de_lowest_kcal_mol=0.0
C 1.4999 -1.6588 4.8042 0.120 0.190 -0.061
C 1.4551 -1.8425 3.2669 0.150 -0.033 -0.230
B -0.0020 -1.6080 2.7150 0.180 0.252 0.419
O -0.3684 -0.3713 2.2565 0.025 -0.422 -0.339
P -1.2137 -3.0730 2.5622 -0.222 -0.164 -0.225
C -0.5625 -4.3960 3.6924 0.172 0.020 0.118
C 0.0327 -5.6453 2.9797 -0.179 -0.114 0.206
C 0.4251 -5.4449 1.5375 -0.254 0.041 -0.309
O -0.2572 -5.7227 0.5965 0.240 -0.119 0.223
O 1.6670 -4.8492 1.3773 0.041 -0.024 0.274
C -2.8711 -2.6573 3.3489 -0.020 -0.182 -0.044
Cl -2.9100 -0.9520 3.8918 -0.060 0.086 0.051
C -4.1496 -3.0524 2.5389 0.072 0.214 -0.066
C -5.3102 -2.0595 2.5624 -0.298 -0.359 -0.071
Cl -3.7843 -3.3975 0.8077 -0.133 -0.028 -0.032
H 2.4070 -1.1107 5.0519 0.000 -0.016 0.124
H 0.6546 -1.0717 5.1794 0.041 -0.154 0.023
H 1.5467 -2.6101 5.3382 -0.181 0.070 -0.019
H 2.1305 -1.0951 2.8283 -0.045 -0.087 -0.014
H 1.8764 -2.8145 2.9978 -0.061 0.034 -0.020
H 0.4143 0.1469 2.0368 -0.074 0.200 0.238
H -1.3956 -4.7334 4.3143 0.115 0.022 -0.020
H 0.1851 -3.9816 4.3690 -0.084 -0.009 -0.061
H -0.6938 -6.4606 3.0013 0.037 0.119 -0.107
H 0.9184 -5.9675 3.5308 -0.042 -0.023 -0.030
H 2.3211 -5.5234 1.1576 -0.013 0.071 -0.212
H -2.9087 -3.2529 4.2635 -0.023 0.206 -0.008
H -4.4941 -4.0123 2.9253 0.146 0.064 0.019
H -5.1962 -1.3147 1.7739 0.122 0.095 0.259
H -6.2371 -2.6034 2.3577 0.120 0.049 -0.051
H -5.4167 -1.5767 3.5313 0.056 0.005 -0.027
O 5.2740 2.1825 4.1201 -0.064 -0.027 0.164
S 5.1739 0.9420 3.3911 0.011 0.005 -0.172
O 4.3139 -0.1105 3.8766 -0.015 0.053 0.078
C 4.7921 1.3067 1.6828 -0.005 0.043 -0.152
C 6.1578 1.4716 1.0273 0.059 -0.015 0.065
C 7.0332 0.3378 1.5824 -0.037 0.035 0.003
C 6.8321 0.3081 3.1030 0.150 -0.085 -0.157
H 4.1748 2.2029 1.6452 0.029 0.012 0.075
H 4.2528 0.4482 1.2813 0.005 -0.023 0.033
H 6.0815 1.4318 -0.0578 0.002 0.003 -0.005
H 6.5792 2.4415 1.2988 -0.030 0.018 -0.003
H 6.7184 -0.6135 1.1492 -0.021 0.001 0.006
H 8.0836 0.4799 1.3337 0.007 -0.010 0.000
H 6.8935 -0.6914 3.5257 -0.035 0.018 0.063
H 7.5210 0.9729 3.6199 -0.059 0.045 0.033
O 4.0965 4.6185 2.1461 -0.014 -0.036 -0.155
S 2.7842 4.9622 2.6408 -0.063 -0.025 0.132
O 1.6250 4.7619 1.8083 0.052 -0.056 -0.087
C 2.5468 4.1731 4.2279 -0.011 -0.028 0.160
C 3.0873 5.1868 5.2291 0.026 0.062 -0.048
C 2.5713 6.5569 4.7644 0.014 -0.045 -0.009
C 2.8255 6.6526 3.2546 -0.034 0.143 0.176
H 3.0804 3.2248 4.2319 0.036 0.031 -0.062
H 1.4757 4.0128 4.3513 -0.013 0.018 -0.033
H 2.7627 4.9529 6.2416 0.002 0.000 0.006
H 4.1789 5.1704 5.2142 0.002 -0.036 -0.003
H 1.5008 6.6316 4.9640 -0.006 -0.017 -0.011
H 3.0611 7.3736 5.2922 -0.007 0.010 0.000
H 2.0670 7.2246 2.7267 0.017 -0.030 -0.069
H 3.8134 7.0497 3.0302 0.023 -0.065 -0.038
O -2.8434 -1.0729 -5.7896 -0.003 0.011 -0.039
S -3.6582 -2.0271 -5.0734 -0.048 -0.077 0.052
O -4.9197 -2.4504 -5.6252 0.008 0.057 -0.076
C -2.6498 -3.4487 -4.6678 0.124 -0.082 0.116
C -2.0415 -3.0999 -3.3132 -0.029 0.049 0.001
C -3.1769 -2.4762 -2.4912 0.039 0.006 -0.042
C -3.8795 -1.4475 -3.3853 0.024 -0.039 0.218
H -1.9228 -3.5986 -5.4623 -0.051 0.047 -0.059
H -3.3172 -4.3073 -4.6011 -0.024 0.010 -0.013
H -1.6263 -3.9794 -2.8238 0.003 0.002 0.011
H -1.2342 -2.3762 -3.4444 0.008 -0.009 -0.015
H -3.8838 -3.2536 -2.1961 -0.006 -0.006 -0.016
H -2.8051 -2.0120 -1.5802 -0.016 -0.002 0.014
H -4.9459 -1.3683 -3.1906 -0.017 0.024 -0.068
H -3.4179 -0.4641 -3.3199 0.027 -0.002 -0.079
O -3.3552 4.8689 -8.6552 0.016 0.049 -0.024
S -3.1379 3.6147 -9.3327 0.016 -0.079 -0.024
O -2.4654 3.5852 -10.6072 0.014 0.079 0.002
C -2.3582 2.4725 -8.1964 -0.025 -0.120 0.124
C -3.5234 1.7824 -7.4959 -0.040 0.014 -0.030
C -4.5479 1.4733 -8.5957 0.024 0.049 -0.008
C -4.7075 2.7403 -9.4457 -0.122 -0.203 0.037
H -1.7052 3.0341 -7.5328 0.006 0.067 -0.056
H -1.7758 1.7706 -8.7925 0.004 0.013 -0.021
H -3.2023 0.8788 -6.9827 -0.007 0.016 0.013
H -3.9627 2.4572 -6.7572 0.018 0.014 -0.002
H -4.1781 0.6550 -9.2161 0.017 0.002 0.001
H -5.5036 1.1599 -8.1789 -0.002 -0.016 -0.005
H -4.9044 2.5323 -10.4942 0.022 0.070 -0.024
H -5.4717 3.4066 -9.0505 0.050 0.057 0.017